Arrangement P

DFT (ωB97M-V/def2-TZVPD) results for 2 unconnected molecules or ions with the total composition C5H12N.

The charge is +1. For the highest occupied orbital energy, the calculation gives -13.582 eV. Its spin multiplicity is 1. The value obtained for the orbital gap is 9.8 eV.

Cartesian coordinates (Å):
1 C 1.670 -1.506 -0.108
2 C 0.759 -0.546 -0.140
3 C 1.508 1.366 0.202
4 C -1.082 0.000 1.154
5 C -0.747 -0.638 -0.210
6 N -1.381 0.295 -1.190
7 H 1.374 -2.467 -0.435
8 H 2.631 -1.395 0.162
9 H 1.396 1.442 1.339
10 H 0.804 1.865 -0.396
11 H 2.544 1.014 -0.054
12 H -2.227 -0.059 1.218
13 H -0.800 1.101 1.244
14 H -0.718 -0.597 2.027
15 H -1.240 -1.559 -0.268
16 H -2.331 0.471 -0.937
17 H -1.435 0.083 -2.213
18 H -0.728 1.128 -1.396

Atom charges from the Mulliken analysis, given in e for atoms 1 to 8:
1. C -0.909
2. C 0.070
3. C -0.974
4. C -1.192
5. C -0.049
6. N -0.250
7. H 0.272
8. H 0.320

Arrangement Q

DFT (ωB97M-V/def2-TZVPD) results for a gas-phase ion, C5H12N (charge +1).

The charge is +1. For the highest occupied orbital energy, the calculation gives -13.896 eV. Its spin multiplicity is 1. The value obtained for the orbital gap is 6.3 eV.

Cartesian coordinates (Å):
1 C -1.515 -0.674 -1.342
2 C -0.958 -0.011 -0.029
3 C 0.467 0.353 -0.210
4 C 1.450 -0.279 0.710
5 C 1.450 0.297 2.171
6 N -1.218 0.076 -2.560
7 H -2.647 -0.728 -1.296
8 H -1.123 -1.682 -1.425
9 H -1.031 -0.777 0.770
10 H -1.647 0.795 0.215
11 H 0.569 1.444 -0.350
12 H 1.270 -1.343 0.739
13 H 2.157 -0.292 2.734
14 H 0.476 0.306 2.689
15 H 1.824 1.331 2.131
16 H 2.438 -0.094 0.280
17 H -0.229 0.338 -2.573
18 H -1.733 0.940 -2.652

Atom charges from the Mulliken analysis, given in e for atoms 1 to 8:
1. C -0.598
2. C -0.439
3. C 0.183
4. C -0.647
5. C -1.025
6. N -0.549
7. H 0.358
8. H 0.337

The least stable of the structures above is arrangement P, whereas arrangement Q is the most stable.